This record from the OMol25 dataset describes a cluster of 4 separate species, C38H76Br2FIN5O5S2 in total at a distorted geometry. The level of theory is the ωB97M-V functional and the def2-TZVPD basis.

CARTESIAN COORDINATES (ANGSTROEM)
1 C 1.330956 2.498643 3.668182
2 C 0.544392 3.394414 2.680069
3 C 0.964660 2.986669 1.239534
4 C -0.013054 1.892195 0.695694
5 C 0.832026 0.986406 -0.257042
6 N 0.202229 -0.331950 -0.474890
7 I 1.220769 -1.976720 0.254579
8 C -0.937613 -0.441296 -1.079077
9 N -1.459864 -1.775656 -1.120855
10 C -1.091896 -2.466015 -2.357108
11 O -1.165162 -3.862815 -2.102215
12 C -1.990058 -4.527369 -2.985554
13 C -2.994672 -5.470418 -2.328316
14 O -1.953741 -4.382574 -4.141935
15 C -2.893767 -1.784010 -0.824911
16 F -3.656787 -2.213801 -1.897781
17 C -3.441705 -0.483213 -0.192153
18 C -3.115119 -0.381234 1.312854
19 Br -1.896397 -1.596864 2.177184
20 C -3.676088 0.518157 2.089115
21 C -3.353026 0.606927 3.584108
22 Br -4.969608 1.781996 1.464450
23 C -3.004522 0.826208 -0.965194
24 N -4.007376 1.422367 -1.793273
25 C -4.718365 0.555545 -2.731225
26 C -3.875681 0.099210 -3.946041
27 C -4.746787 -0.419908 -5.108175
28 N -1.709574 0.561406 -1.593531
29 C -1.196186 1.456534 -2.616445
30 C -0.378223 0.777858 -3.771132
31 C 1.131419 1.168183 -3.761589
32 S 2.074201 -0.329052 -3.344332
33 C 3.765325 -0.042385 -3.879264
34 S 4.226708 1.465807 -4.301626
35 N 4.662251 -1.116979 -3.890378
36 C 5.542847 -1.063488 -2.690700
37 C 4.850519 -1.369314 -1.347172
38 C 3.989148 -2.417580 -4.048952
39 C 5.032134 -3.567661 -4.207142
40 H 1.216203 1.456607 3.324411
41 H 2.397762 2.733460 3.551148
42 H 1.002086 2.621993 4.704205
43 H -0.545923 3.289156 2.766998
44 H 0.813022 4.448700 2.828537
45 H 0.839700 3.848220 0.566339
46 H 2.011421 2.658837 1.202688
47 H -0.355393 1.235393 1.507899
48 H -0.813897 2.392012 0.144280
49 H 1.134037 1.503984 -1.170614
50 H 1.757266 0.793796 0.297377
51 H -0.026638 -2.241595 -2.543492
52 H -1.631518 -2.154597 -3.259088
53 H -2.952299 -6.462546 -2.782650
54 H -3.995506 -5.028356 -2.315862
55 H -2.709819 -5.594270 -1.271013
56 H -3.047443 -2.562864 -0.061627
57 H -4.534233 -0.591508 -0.215435
58 H -3.711429 -0.325204 4.044597
59 H -2.279842 0.709188 3.765776
60 H -3.952943 1.416533 4.015504
61 H -2.829684 1.548332 -0.148255
62 H -4.637354 2.007649 -1.265238
63 H -5.509390 1.176459 -3.183260
64 H -5.245965 -0.304662 -2.284197
65 H -3.059178 -0.576225 -3.668613
66 H -3.386434 1.021305 -4.305638
67 H -4.106757 -0.858871 -5.883933
68 H -5.473604 -1.138790 -4.713617
69 H -5.233790 0.432919 -5.599072
70 H -0.496219 2.189676 -2.167819
71 H -1.951269 2.075029 -3.101529
72 H -0.488739 -0.312067 -3.792732
73 H -0.771598 1.133787 -4.731728
74 H 1.357415 2.037380 -3.134545
75 H 1.426101 1.448169 -4.782026
76 H 5.904121 -0.028112 -2.626874
77 H 6.429164 -1.680177 -2.871115
78 H 3.964852 -0.750407 -1.166148
79 H 4.486649 -2.411649 -1.363280
80 H 5.589595 -1.308176 -0.540528
81 H 3.342769 -2.707501 -3.203885
82 H 3.402493 -2.394071 -4.974902
83 H 5.899995 -3.253450 -4.791399
84 H 5.302272 -3.886530 -3.190326
85 H 4.490120 -4.408831 -4.654697
86 C 4.758025 -7.357716 1.093558
87 C 3.582532 -6.542906 1.603585
88 O 3.144157 -5.540983 0.695872
89 C 2.701331 -5.996027 -0.574024
90 C 1.522824 -6.951146 -0.502825
91 H 5.601655 -6.705362 0.860328
92 H 5.071197 -8.080688 1.847411
93 H 4.509894 -7.910497 0.186508
94 H 3.881899 -6.018302 2.511554
95 H 2.747560 -7.193586 1.882359
96 H 3.533822 -6.441498 -1.128774
97 H 2.400787 -5.103839 -1.129684
98 H 1.769164 -7.865392 0.037713
99 H 1.202916 -7.231963 -1.507420
100 H 0.682394 -6.481587 0.013117
101 C -5.642596 5.590897 5.450040
102 C -6.375664 4.323369 5.044981
103 O -5.771228 3.135536 5.533786
104 C -5.669004 3.019311 6.945121
105 C -7.007398 3.056700 7.661471
106 H -4.606643 5.558619 5.106337
107 H -6.129913 6.464783 5.015545
108 H -5.624870 5.724562 6.532150
109 H -6.368762 4.243717 3.956564
110 H -7.427218 4.366082 5.346151
111 H -4.992775 3.785047 7.339983
112 H -5.191076 2.056798 7.134395
113 H -7.527005 4.003594 7.509891
114 H -6.865134 2.921390 8.734330
115 H -7.659103 2.262454 7.292870
116 C 4.560324 3.803047 -0.466453
117 C 4.016800 4.596820 0.710469
118 O 4.379419 4.068748 1.974494
119 C 5.770804 3.994496 2.250221
120 C 6.474735 5.339368 2.214377
121 H 4.226537 2.762909 -0.412634
122 H 4.212075 4.235356 -1.406019
123 H 5.650302 3.795545 -0.488717
124 H 2.926579 4.577855 0.677972
125 H 4.309624 5.649216 0.639011
126 H 6.253534 3.282238 1.572096
127 H 5.856791 3.573775 3.252743
128 H 6.423749 5.802991 1.228205
129 H 7.527289 5.221201 2.474130
130 H 6.015180 6.028718 2.924829

Forces on atoms 1 to 3 (eV/Å):
C -0.3 0.2 -0.8
C 1.0 -0.2 -0.4
C -1.5 0.2 0.0

Its charge is +1. As for the HOMO energy: -0.3902 Eh. Its calculated total energy is -230890.7546 eV. The HOMO-LUMO gap comes out at 6.82 eV.